Entry 1:
DFT (ωB97M-V/def2-TZVPD) results for a molecular structure, C16H38ClHfNP at a distorted geometry.

CARTESIAN COORDINATES (ANGSTROEM)
1 C -3.584 1.716 2.258
2 C -2.562 1.655 1.120
3 C -3.147 2.037 -0.253
4 C -3.659 0.818 -1.050
5 C -2.872 0.549 -2.344
6 C -1.606 -0.294 -2.103
7 C -1.916 -1.784 -1.951
8 C -0.653 -2.682 -1.891
9 C -0.371 -3.217 -0.468
10 C 0.388 -2.148 0.352
11 C 0.413 -2.293 1.885
12 C 1.271 -1.179 2.529
13 C 0.752 0.249 2.242
14 C 1.705 1.395 1.941
15 P 2.008 1.886 0.069
16 Cl 2.697 3.858 0.668
17 C 4.232 1.258 0.094
18 N 4.397 0.342 -0.825
19 C 4.619 0.746 -2.219
20 H -4.146 2.651 2.199
21 H -3.096 1.707 3.237
22 H -4.294 0.886 2.221
23 H -2.141 0.638 1.069
24 H -1.751 2.351 1.377
25 H -2.406 2.588 -0.840
26 H -3.991 2.705 -0.066
27 H -3.680 -0.070 -0.404
28 H -4.698 0.989 -1.340
29 H -3.515 0.022 -3.053
30 H -2.561 1.505 -2.770
31 H -0.899 -0.140 -2.927
32 H -1.121 0.107 -1.198
33 H -2.493 -2.104 -2.821
34 H -2.549 -1.955 -1.072
35 H -0.705 -3.513 -2.597
36 H 0.233 -2.099 -2.163
37 H -1.312 -3.567 0.032
38 H 0.327 -4.091 -0.686
39 H -0.131 -1.214 0.117
40 H 1.411 -2.074 -0.032
41 H 0.953 -3.244 2.162
42 H -0.586 -2.377 2.329
43 H 1.197 -1.331 3.609
44 H 2.333 -1.297 2.290
45 H -0.075 0.249 1.528
46 H 0.315 0.606 3.184
47 H 1.229 2.323 2.262
48 H 2.666 1.326 2.452
49 H 2.354 2.272 -1.260
50 H 0.706 2.412 -0.088
51 H 1.593 0.579 -0.420
52 H 4.652 2.252 -0.091
53 H 4.438 0.890 1.097
54 H 5.033 -0.396 -0.523
55 H 5.623 0.437 -2.517
56 H 3.914 0.227 -2.873
57 H 4.515 1.824 -2.327
58 Hf 0.546 -4.986 0.850

Forces on atoms 1 to 6 (eV/Å):
C 0.0489 -0.0311 0.0048
C 0.0263 0.3689 0.1590
C -0.0660 -0.5511 0.3261
C -0.2954 0.3404 -0.3535
C 0.1849 -0.3994 0.4718
C -0.0631 0.3580 0.1100

- E_tot (eV) = -41777.8492
- relative energy (zero: lowest compared OMol25 entry of this formula, charge and spin) (kJ/mol) = 0.0
- molar mass (Da) = 489.4
- HOMO level (eV) = -17.44
- net charge = +3
- LUMO level (eV) = -12.544



Entry 2:
DFT (ωB97M-V/def2-TZVPD) results for 3 unconnected molecules or ions with the total composition C16H38NO6 at a distorted geometry.

CARTESIAN COORDINATES (ANGSTROEM)
1 C -2.671 0.682 2.186
2 O -2.315 1.822 2.962
3 C -2.728 3.024 2.321
4 C -1.548 3.802 1.644
5 C -0.166 3.554 2.321
6 C 0.542 2.256 1.867
7 C 0.961 2.310 0.352
8 N 1.336 0.928 -0.075
9 C 1.953 0.050 0.968
10 C 2.055 0.638 2.419
11 O 1.777 2.025 2.564
12 H -2.073 0.617 1.245
13 H -2.484 -0.250 2.756
14 H -3.742 0.672 1.907
15 H -3.444 2.755 1.507
16 H -3.318 3.658 3.015
17 H -1.497 3.640 0.549
18 H -1.775 4.882 1.782
19 H -0.217 3.597 3.428
20 H 0.488 4.410 2.027
21 H -0.158 1.404 2.017
22 H 0.095 2.641 -0.247
23 H 1.801 3.015 0.196
24 H 0.484 0.478 -0.419
25 H 1.965 0.949 -0.891
26 H 1.340 -0.875 1.024
27 H 2.953 -0.303 0.644
28 H 1.440 0.043 3.132
29 H 3.102 0.495 2.760
30 C 2.460 1.762 -4.055
31 O 3.416 0.989 -3.340
32 C 3.598 -0.310 -3.906
33 C 4.877 -0.386 -4.720
34 O 4.791 0.417 -5.887
35 C 5.496 1.645 -5.761
36 H 2.510 2.787 -3.686
37 H 2.666 1.765 -5.126
38 H 1.450 1.372 -3.877
39 H 2.735 -0.594 -4.515
40 H 3.669 -1.016 -3.073
41 H 5.022 -1.418 -5.051
42 H 5.742 -0.103 -4.112
43 H 6.575 1.463 -5.795
44 H 5.239 2.167 -4.836
45 H 5.224 2.275 -6.607
46 C -5.057 -2.635 1.821
47 O -3.635 -2.631 1.824
48 C -3.093 -3.445 2.860
49 C -2.590 -4.771 2.317
50 O -3.662 -5.582 1.862
51 C -3.787 -5.582 0.448
52 H -5.393 -2.149 0.905
53 H -5.456 -3.651 1.845
54 H -5.436 -2.070 2.678
55 H -3.826 -3.605 3.655
56 H -2.246 -2.897 3.288
57 H -2.097 -5.318 3.126
58 H -1.855 -4.612 1.521
59 H -2.973 -6.160 -0.001
60 H -3.787 -4.567 0.042
61 H -4.733 -6.059 0.194

Forces on atoms 1 to 6 (eV/Å):
C 0.0611 -0.6535 0.0337
O -0.3999 -0.2557 -0.4417
C -0.4303 0.0859 -1.2148
C -0.0561 0.3159 1.0383
C 0.6697 0.5346 -0.5111
C 0.0324 0.5837 -0.7104

- E_tot (eV) = -30972.9993
- molar mass (Da) = 340.5
- HOMO level (eV) = -11.30
- net charge = +1
- LUMO level (eV) = -3.186



Entry 3:
DFT (ωB97M-V/def2-TZVPD) results for 3 unconnected molecules or ions with the total composition C16H39F3N8O6P2Si at a distorted geometry.

CARTESIAN COORDINATES (ANGSTROEM)
1 O -2.205 2.682 2.543
2 C -1.846 1.594 2.252
3 F -2.710 0.559 2.215
4 N -0.557 1.140 1.950
5 C 0.296 2.161 1.359
6 O 0.512 3.240 1.832
7 Si 1.178 1.677 -0.293
8 N -0.022 1.791 -1.644
9 C -0.551 3.093 -1.657
10 O 0.087 4.030 -1.301
11 F -1.773 3.232 -2.145
12 C -0.957 0.732 -1.636
13 O -0.691 -0.368 -1.979
14 F -2.174 1.018 -1.169
15 H -0.667 0.422 1.237
16 H 2.324 2.547 -0.529
17 H 1.585 0.269 -0.154
18 O 0.597 0.915 -6.621
19 P -0.439 -0.017 -7.172
20 N -1.875 0.889 -6.958
21 C -3.030 0.617 -6.137
22 C -1.864 2.231 -7.524
23 N -0.192 -1.355 -6.114
24 C -1.224 -1.906 -5.266
25 C 1.101 -1.400 -5.436
26 N -1.061 -1.018 -8.379
27 C -2.270 -0.770 -9.147
28 C -0.438 -2.302 -8.689
29 H -3.954 0.803 -6.699
30 H -3.051 1.249 -5.240
31 H -3.099 -0.420 -5.823
32 H -1.890 2.206 -8.622
33 H -0.972 2.787 -7.224
34 H -2.732 2.798 -7.192
35 H -1.511 -1.212 -4.466
36 H -0.874 -2.825 -4.790
37 H -2.108 -2.200 -5.838
38 H 1.129 -0.757 -4.549
39 H 1.906 -1.100 -6.101
40 H 1.304 -2.427 -5.120
41 H -3.138 -1.205 -8.644
42 H -2.196 -1.222 -10.138
43 H -2.450 0.288 -9.314
44 H -0.983 -3.118 -8.208
45 H 0.595 -2.337 -8.357
46 H -0.431 -2.481 -9.768
47 O 2.207 -1.016 4.809
48 P 1.394 -0.787 6.056
49 N 1.905 0.834 6.352
50 C 2.683 1.381 7.437
51 C 1.710 1.775 5.261
52 N 2.101 -2.002 7.052
53 C 2.844 -1.726 8.260
54 C 2.689 -3.135 6.344
55 N 0.052 -0.625 7.072
56 C -0.518 0.627 7.543
57 C -0.606 -1.800 7.640
58 H 2.232 2.314 7.803
59 H 3.711 1.606 7.128
60 H 2.724 0.733 8.307
61 H 0.642 1.998 5.120
62 H 2.099 1.392 4.314
63 H 2.214 2.722 5.451
64 H 3.799 -1.225 8.060
65 H 3.067 -2.661 8.781
66 H 2.259 -1.134 8.968
67 H 3.698 -2.916 5.976
68 H 2.076 -3.432 5.497
69 H 2.749 -3.992 7.020
70 H -0.046 0.930 8.481
71 H -1.589 0.515 7.726
72 H -0.421 1.431 6.821
73 H -0.274 -1.963 8.669
74 H -0.392 -2.696 7.065
75 H -1.691 -1.677 7.645

Forces on atoms 1 to 6 (eV/Å):
O 0.1599 -0.3149 -0.1102
C -0.2784 0.4653 0.9149
F 0.2260 -0.0997 -0.1530
N -0.5423 0.9696 -1.4852
C 0.5545 0.1453 -0.0992
O -0.3616 -0.4613 0.2850

- E_tot (eV) = -76037.5229
- molar mass (Da) = 586.6
- HOMO level (eV) = -8.03
- LUMO level (eV) = -0.181
- SMILES = O=C(F)NC(=O)[SiH2]N(C(=O)F)C(=O)F.CN(C)P(=O)(N(C)C)N(C)C.CN(C)P(=O)(N(C)C)N(C)C



Entry 4:
DFT (ωB97M-V/def2-TZVPD) results for 7 unconnected molecules or ions with the total composition C16H40FN2O9S6 at a distorted geometry.

CARTESIAN COORDINATES (ANGSTROEM)
1 O -3.323 1.460 1.096
2 C -2.557 1.601 2.183
3 C -1.049 0.956 2.210
4 N -0.159 1.930 3.012
5 C 1.257 1.511 2.565
6 O 1.703 0.311 2.947
7 N 2.043 2.502 1.730
8 C 1.703 2.316 0.267
9 O 1.057 3.312 -0.377
10 F 1.987 1.073 -0.520
11 H -2.908 2.195 3.149
12 H -0.981 -0.129 2.643
13 H -0.593 0.969 1.115
14 H 3.070 2.452 1.916
15 C -3.316 -3.761 0.429
16 S -3.123 -2.007 0.030
17 O -2.141 -1.428 1.006
18 C -4.778 -1.512 0.564
19 H -2.376 -4.273 0.209
20 H -3.553 -3.880 1.489
21 H -4.112 -4.189 -0.184
22 H -4.925 -1.770 1.616
23 H -5.527 -2.014 -0.053
24 H -4.874 -0.430 0.440
25 C 1.100 -1.987 -3.674
26 S 0.015 -0.614 -3.215
27 O -1.394 -1.033 -3.515
28 C 0.547 0.494 -4.542
29 H 0.912 -2.821 -2.993
30 H 0.892 -2.302 -4.699
31 H 2.143 -1.675 -3.581
32 H 0.373 0.025 -5.513
33 H 1.608 0.725 -4.421
34 H -0.033 1.418 -4.477
35 C -4.370 1.454 -7.232
36 S -2.788 1.451 -6.353
37 O -1.699 1.474 -7.384
38 C -2.920 -0.245 -5.739
39 H -4.487 2.418 -7.733
40 H -4.385 0.655 -7.977
41 H -5.185 1.317 -6.518
42 H -3.025 -0.939 -6.577
43 H -3.783 -0.327 -5.074
44 H -2.011 -0.485 -5.182
45 C 2.843 -5.994 -6.587
46 S 1.786 -4.784 -7.419
47 O 2.219 -3.421 -6.966
48 C 0.276 -5.203 -6.515
49 H 3.860 -5.888 -6.971
50 H 2.842 -5.814 -5.510
51 H 2.480 -7.002 -6.800
52 H 0.434 -5.072 -5.441
53 H -0.002 -6.238 -6.729
54 H -0.524 -4.538 -6.847
55 C 1.869 4.537 6.648
56 S 2.058 4.438 4.851
57 O 2.725 3.131 4.539
58 C 3.314 5.734 4.726
59 H 1.148 3.779 6.963
60 H 2.828 4.348 7.136
61 H 1.496 5.526 6.922
62 H 4.184 5.471 5.333
63 H 2.894 6.684 5.063
64 H 3.617 5.824 3.680
65 C 3.059 0.526 7.557
66 S 1.405 0.676 8.273
67 O 0.838 1.991 7.828
68 C 1.961 0.874 9.983
69 H 2.961 0.428 6.473
70 H 3.649 1.416 7.788
71 H 3.551 -0.365 7.956
72 H 2.619 1.743 10.064
73 H 2.488 -0.027 10.303
74 H 1.084 1.024 10.618

Forces on atoms 1 to 6 (eV/Å):
O 3.6343 1.1257 6.2144
C -1.3164 -1.6046 -4.4678
C 0.8862 0.9126 0.1776
N 3.5668 -1.1123 -3.3018
C -3.5257 -4.3612 4.0779
O -0.7342 5.9874 -2.7205

- E_tot (eV) = -106367.5251
- molar mass (Da) = 615.9
- HOMO level (eV) = -2.50
- net charge = -1
- LUMO level (eV) = 1.829